Record 1
DFT (ωB97M-V with the def2-TZVPD basis set) results for a structure of composition C33H37N6OP2Re.

As for the charge: +3. Its total energy is -2443.6150 Ha. Its HOMO energy (spin up / spin down) is -15.869 / -15.875 eV. The calculation puts the energy above the lowest of the compared OMol25 structures with the same formula, charge and spin at 0.0 kcal/mol. As for the spin multiplicity: 2. The orbital gap (spin up / spin down) is 0.1994 / 0.2044 Ha.

Last column: Mulliken spin population.
Element x y z (Å)
1 H 3.013 0.908 -2.362  -0.002
2 C -1.380 1.826 -0.153  -0.027
3 H 0.477 3.662 -2.916  0.000
4 H -2.052 1.568 4.845  0.000
5 C -1.106 3.279 3.980  0.011
6 H -4.042 -0.100 -5.346  0.000
7 H -2.369 5.707 -4.241  0.000
8 O -3.549 4.122 -2.697  0.000
9 H 3.639 -1.676 4.156  0.001
10 H -0.782 5.300 -3.713  0.000
11 H 3.561 1.020 4.505  -0.001
12 H 3.876 -2.036 -2.137  0.001
13 C 2.721 -1.684 3.564  0.010
14 H 2.624 2.149 3.504  0.004
15 C -2.794 -0.946 -3.827  0.000
16 C -2.343 -2.120 -3.243  0.000
17 C -1.376 1.931 4.085  0.001
18 H 1.606 2.049 -1.478  -0.007
19 N -0.164 -1.225 -0.513  -0.090
20 H -2.221 -2.989 4.998  0.000
21 C 2.881 -2.001 -1.690  0.023
22 P 2.648 -0.130 2.642  0.034
23 H 0.745 -3.115 0.022  -0.005
24 C -0.106 -1.126 2.316  -0.186
25 H -1.577 3.981 4.655  0.000
26 H 4.090 -2.068 1.017  -0.002
27 H -3.148 2.884 -0.758  0.000
28 C -0.695 -3.107 -1.606  0.038
29 C 0.554 2.241 -1.344  -0.002
30 C -1.050 -0.955 -1.476  0.026
31 H 2.724 -2.549 2.904  -0.008
32 H -1.480 -0.002 -1.691  0.002
33 C 3.592 0.734 -1.455  0.007
34 N 0.066 1.487 2.242  -0.053
35 C 4.259 -0.049 1.800  -0.032
36 H -2.472 0.028 -3.483  0.000
37 C -0.879 -0.414 3.254  0.087
38 C -2.776 -3.354 -3.696  0.000
39 H -2.462 -4.276 -3.229  0.000
40 H 5.184 -1.043 0.102  0.001
41 H 1.788 1.001 4.577  -0.002
42 C -0.096 3.160 -2.148  -0.002
43 C -5.018 -2.307 -6.480  0.001
44 H 5.053 -0.276 2.514  -0.003
45 C -2.356 4.268 -2.823  -0.002
46 C 2.647 1.144 3.920  -0.003
47 C -1.454 3.385 -1.963  -0.002
48 H 4.431 0.970 1.443  -0.001
49 H -4.003 -4.373 -5.124  0.000
50 N -0.074 1.556 -0.376  0.038
51 N -5.743 -2.355 -7.369  0.000
52 H 2.677 -2.954 -1.209  -0.004
53 H 4.598 0.427 -1.745  -0.002
54 H 1.860 -1.758 4.227  0.004
55 C -1.646 -1.088 4.203  -0.017
56 H 0.030 4.780 2.903  0.000
57 C -0.215 3.732 3.002  -0.009
58 N -1.768 5.116 -3.685  0.000
59 H 1.013 3.120 1.364  0.007
60 Re 0.879 0.064 0.905  1.031
61 H -2.255 -0.540 4.910  0.000
62 C -0.764 1.035 3.215  0.018
63 C -1.628 -2.468 4.258  0.034
64 C -0.827 -3.180 3.374  -0.011
65 C 4.240 -1.049 0.650  0.011
66 C -3.659 -3.414 -4.762  -0.001
67 C 0.065 -2.590 -0.615  -0.007
68 H -1.857 1.293 0.660  -0.009
69 C 0.334 2.815 2.150  0.032
70 C -4.110 -2.244 -5.363  0.000
71 N -1.405 -2.059 -2.138  0.003
72 H -0.782 -4.260 3.435  0.000
73 C -0.080 -2.517 2.409  0.137
74 P 2.879 -0.643 -0.500  -0.081
75 H 3.668 1.657 -0.882  0.006
76 H -0.779 -4.119 -1.960  0.000
77 C -2.092 2.709 -0.928  -0.003
78 C -3.681 -1.009 -4.886  0.000
79 H 2.143 -1.831 -2.474  0.000
80 H 0.551 -3.109 1.769  0.001

=====

Record 2
DFT (ωB97M-V with the def2-TZVPD basis set) results for a structure of composition C33H37N8ORuSSi at a distorted geometry.

As for the charge: +2. Its total energy is -2575.1276 Ha. Its HOMO energy (spin up / spin down) is -12.815 / -13.201 eV. The calculation puts the energy above the lowest of the compared OMol25 structures with the same formula, charge and spin at 0.0 kcal/mol. As for the spin multiplicity: 6. The orbital gap (spin up / spin down) is 0.2592 / 0.2426 Ha.

Last column: Mulliken spin population.
Element x y z (Å)
1 C -4.595 2.691 -1.528  0.004
2 H -0.366 -5.458 -0.108  0.000
3 H -5.645 2.920 -1.624  0.000
4 H 2.908 -2.571 4.007  0.001
5 H -5.123 -1.338 1.196  0.001
6 C -0.786 -1.707 -3.783  -0.004
7 N -2.071 0.062 1.100  0.039
8 H -2.045 1.301 -3.270  0.001
9 C -1.898 2.148 -1.306  -0.006
10 C 1.030 -4.030 2.605  -0.002
11 C -0.345 -1.114 -2.619  0.040
12 N 1.909 0.761 -0.984  0.384
13 C -0.291 -3.370 0.340  -0.002
14 C -3.929 2.060 -2.567  -0.003
15 N 1.359 0.677 3.441  -0.001
16 C 2.931 -1.899 -0.573  -0.004
17 C 2.744 2.426 -2.537  0.117
18 C -4.272 -0.771 1.544  0.000
19 C -2.920 -1.927 -2.759  0.000
20 C -2.392 -1.318 -1.604  0.018
21 H 2.169 -2.102 0.178  0.013
22 C -0.038 -4.707 0.589  -0.006
23 H 1.449 -2.537 5.002  0.000
24 C 1.262 -1.594 3.096  -0.005
25 N -1.117 -0.928 -1.542  -0.018
26 H 2.556 -2.238 -1.535  -0.002
27 C 2.479 3.433 -3.427  -0.045
28 Si 3.421 -0.054 -0.612  -0.018
29 H 4.982 0.386 1.299  0.000
30 H 1.538 -4.274 3.522  0.001
31 C 2.062 -1.957 4.312  0.001
32 H -3.953 -2.235 -2.779  0.001
33 H -1.249 1.245 2.565  -0.007
34 C 1.371 1.948 2.974  -0.019
35 C 1.711 1.800 -1.791  0.147
36 N 0.108 -2.385 1.136  0.105
37 Ru 0.227 -0.099 0.322  3.595
38 H -2.004 3.058 0.624  -0.002
39 H -4.423 3.556 0.423  0.000
40 N 1.882 2.894 3.771  0.010
41 H 2.464 -1.105 4.855  0.000
42 H 5.480 0.991 -1.642  0.000
43 C -2.577 1.785 -2.463  0.006
44 H -2.494 -2.607 -4.740  0.000
45 C 3.923 0.550 1.138  0.014
46 H 5.594 -0.748 -1.564  0.000
47 C 1.176 3.895 -3.613  0.212
48 H -5.124 -0.323 3.451  0.000
49 C 0.388 2.341 -1.960  0.198
50 H -4.167 -1.575 -0.727  0.000
51 C 4.917 0.074 -1.782  0.007
52 C -2.112 -2.128 -3.852  -0.001
53 S 0.758 2.359 1.470  0.113
54 H -4.459 1.784 -3.467  0.000
55 H -0.116 -1.847 -4.614  0.000
56 H -0.825 -3.078 -0.554  0.003
57 H 0.974 4.681 -4.323  0.005
58 C -3.909 3.050 -0.378  -0.002
59 H 3.754 2.094 -2.386  0.004
60 C -3.150 -0.616 0.707  0.016
61 H -0.859 3.752 -2.962  0.003
62 H 1.752 0.515 4.369  0.002
63 H 3.724 1.609 1.270  0.002
64 H 3.289 3.875 -3.986  0.003
65 H 1.898 3.843 3.432  -0.001
66 N -3.249 -1.188 -0.540  0.008
67 H 0.676 -0.765 -2.531  0.012
68 H 3.798 -2.503 -0.330  0.002
69 C -2.558 2.777 -0.259  -0.008
70 C -2.112 0.648 2.303  0.028
71 C 0.633 -5.044 1.755  0.004
72 N 0.987 -0.391 2.696  0.027
73 O -0.560 1.822 -1.136  0.075
74 C 0.780 -2.695 2.265  0.028
75 C 0.142 3.361 -2.863  -0.091
76 C -3.172 0.555 3.177  -0.002
77 H 2.252 2.716 4.691  -0.001
78 H -3.146 1.058 4.129  0.000
79 H 3.388 0.000 1.905  0.002
80 H 0.847 -6.072 2.000  0.000
81 H 4.642 -0.006 -2.829  -0.001
82 C -4.280 -0.196 2.792  0.002

=====

Record 3
DFT (ωB97M-V with the def2-TZVPD basis set) results for a structure of composition C33H37O5Tl at a distorted geometry.

As for the charge: -2. Its total energy is -1828.2511 Ha. Its HOMO energy is 0.018 eV. The orbital gap is 0.1332 Ha.

Last column: Mulliken charge in e.
Element x y z (Å)
1 C -0.477 -1.776 -3.537  -2.086
2 C -0.087 0.593 5.835  -0.196
3 C 3.154 -1.527 2.440  -0.635
4 H -3.163 2.152 -1.885  0.365
5 H 0.330 -2.388 -3.117  0.285
6 H 3.323 0.402 -7.214  0.255
7 C -2.698 -2.201 2.286  -0.711
8 H 0.239 -0.201 7.793  0.375
9 C -1.253 4.053 4.905  -0.994
10 H -1.201 -2.421 -4.051  0.552
11 H 0.521 2.781 -2.359  0.348
12 C -0.495 1.680 3.632  -0.349
13 C -1.124 1.429 -1.858  1.460
14 C -0.474 1.706 5.033  1.025
15 H 3.378 -1.325 -6.724  0.296
16 C 1.578 -0.993 -4.936  -0.261
17 C -0.853 2.946 5.702  0.770
18 O -0.260 -1.914 -6.742  -0.374
19 O -0.973 0.174 -6.465  -0.631
20 H -0.108 1.346 -4.791  0.371
21 H 0.847 0.869 -3.351  0.574
22 C -0.859 2.749 2.860  -0.513
23 H 3.945 -0.060 -5.588  0.302
24 H -0.858 2.701 1.763  0.404
25 H -0.069 -4.266 1.921  0.332
26 H 0.600 -1.163 -1.205  0.104
27 C -0.054 0.674 7.217  -0.932
28 O -0.181 0.749 -1.036  -0.310
29 O 1.896 -0.119 -5.913  -0.224
30 H -0.240 -3.901 -7.001  0.305
31 H -0.667 3.421 -1.208  0.479
32 C 3.050 0.293 1.024  -0.370
33 H 3.009 0.898 0.119  0.360
34 C -0.395 1.879 7.860  -0.415
35 C -0.555 2.823 -2.124  -1.920
36 C 3.242 -0.340 3.239  -0.607
37 H -2.671 -1.861 4.508  0.397
38 H 3.214 -2.553 2.808  0.384
39 C -0.398 -0.683 -1.201  -0.266
40 H -1.107 3.330 -2.930  0.307
41 H -0.348 1.935 8.950  0.327
42 H 3.002 -1.796 0.214  0.397
43 H -1.986 -3.144 0.377  0.553
44 C -2.221 -2.316 3.622  -0.530
45 C -1.264 0.528 -3.090  0.191
46 H -2.164 0.719 -3.686  0.519
47 H -1.555 4.826 2.920  0.336
48 H -2.178 -1.325 -2.250  0.484
49 H -3.584 -1.653 1.963  0.336
50 H -2.407 2.142 -0.270  0.319
51 C -0.789 2.987 7.116  -0.727
52 C -0.023 0.626 -3.975  -2.403
53 C -1.195 -0.908 -2.499  0.379
54 H 0.013 -3.453 -5.274  0.269
55 H 3.276 1.832 2.654  0.342
56 C -1.074 -3.174 3.611  -0.553
57 H -1.059 3.922 7.609  0.289
58 C -1.254 3.965 3.519  -0.401
59 H -1.554 4.965 5.415  0.278
60 H 0.198 -0.355 5.357  0.041
61 C 3.227 -0.292 -6.385  -0.780
62 C -0.445 -0.811 -5.980  0.558
63 Tl 0.238 -0.517 2.838  0.202
64 C 3.037 -1.129 1.073  -0.456
65 C -0.845 -3.582 2.261  -0.714
66 H -0.507 -3.497 4.485  0.436
67 C 3.188 0.782 2.358  -0.637
68 O 2.337 -1.857 -4.529  -0.599
69 C -1.850 -2.982 1.446  -0.288
70 C -2.503 1.582 -1.210  -1.542
71 H 1.343 -3.238 -6.474  0.165
72 H 3.372 -0.303 4.319  0.462
73 H -2.984 0.613 -1.018  0.323
74 C 0.141 -0.777 -4.558  2.979
75 H -0.944 -1.068 -0.299  -0.311
76 C 0.255 -3.203 -6.318  -0.505

=====

Record 4
DFT (ωB97M-V with the def2-TZVPD basis set) results for a cluster of 3 separate species, C33H38Br3NO3 in total at a distorted geometry.

Its total energy is -9282.3634 Ha. Its HOMO energy is -9.117 eV. Its SMILES is O=C(Br)Cc1ccc(Br)c2c1C(=O)c1c(ccc(Br)c1-c1ccccn1)C2=O.CCCCCC.CCCCCC. The orbital gap is 0.2727 Ha.

Last column: Mulliken charge in e.
Element x y z (Å)
1 H -2.233 -4.834 -1.637  0.336
2 H -1.314 1.685 3.937  0.287
3 C -4.038 0.801 3.858  -0.909
4 H -3.235 -0.049 2.059  -0.055
5 H 1.039 0.632 -3.484  0.331
6 C -1.469 2.082 -0.770  -0.252
7 H -2.005 -3.479 1.095  0.230
8 H -2.576 -6.942 -0.506  0.376
9 H -0.972 -5.071 -0.449  0.404
10 O 5.881 5.853 -3.222  -0.536
11 H -5.054 0.800 3.446  0.404
12 C -1.771 -0.416 3.591  -0.458
13 C -3.223 -0.274 3.132  0.043
14 H -4.320 -3.841 -1.965  0.339
15 C 5.072 -0.255 -0.823  -1.046
16 H 1.238 6.208 -5.612  0.322
17 H -3.722 -1.243 3.240  0.370
18 H 7.865 -0.221 -1.447  0.270
19 C 5.834 0.974 -1.499  0.433
20 O 2.935 2.062 -0.717  -0.542
21 H 4.018 -0.348 -1.269  0.374
22 C -2.334 -3.491 0.051  0.019
23 H -1.477 -6.449 1.682  0.286
24 C 0.332 2.488 -2.309  0.020
25 C 3.773 4.627 -3.450  0.244
26 H -3.883 -2.077 0.501  -0.048
27 C -3.797 -3.044 -0.008  -0.041
28 C 5.333 4.720 -3.098  0.227
29 H -1.729 -0.695 4.649  0.309
30 Br 8.771 4.509 -3.784  -0.132
31 H 3.902 6.350 -5.017  0.366
32 H -0.752 -1.162 -2.430  0.378
33 C 7.381 0.779 -1.763  -0.599
34 H -3.726 -2.170 -1.992  0.183
35 C -4.121 0.647 5.377  -0.466
36 C 0.777 4.470 -4.077  -0.186
37 H -5.357 -2.529 -1.407  0.422
38 H 5.651 -1.211 -1.136  0.493
39 C 1.676 5.508 -4.827  -0.410
40 H -5.823 -0.694 5.415  0.288
41 H -2.169 2.522 0.041  0.324
42 H -4.876 -0.674 6.908  0.384
43 Br 3.741 -1.502 1.635  -0.182
44 C -0.711 -0.071 -2.112  -0.357
45 C 8.280 1.841 -2.451  -0.494
46 C -2.043 -4.866 -0.558  -0.867
47 Br -1.161 4.391 -4.480  -0.136
48 C -4.326 -2.890 -1.427  -1.285
49 H 0.097 0.663 3.665  0.397
50 H 9.394 1.648 -2.650  0.322
51 H -0.935 1.113 2.301  0.130
52 C -4.808 -0.638 5.818  -1.175
53 H -4.433 -3.740 0.549  0.408
54 H -3.099 -7.124 1.885  0.376
55 C -0.938 0.837 3.359  -1.046
56 H -1.715 -2.747 -0.467  -0.012
57 N -0.568 3.017 -1.342  -0.413
58 C 3.194 5.615 -4.510  -0.751
59 H -2.834 -5.397 2.127  0.256
60 H -1.313 -1.244 3.038  0.256
61 C 2.886 3.565 -2.719  0.574
62 C 0.283 0.995 -2.693  -0.139
63 C 7.589 3.191 -2.889  -0.284
64 H -3.122 0.700 5.822  0.249
65 C 5.057 -0.245 0.775  0.646
66 C 3.580 2.566 -1.675  0.413
67 C 6.068 3.387 -2.626  0.413
68 C -2.832 -6.030 0.043  -0.433
69 H -3.907 -5.878 -0.100  0.227
70 O 5.827 0.482 1.460  -0.466
71 C -1.683 0.575 -1.040  -0.014
72 H -4.681 1.497 5.781  0.380
73 C -2.542 -6.257 1.520  -1.139
74 C 5.155 2.299 -1.929  0.467
75 H -3.623 1.789 3.627  0.337
76 C 1.364 3.484 -3.006  0.184
77 H -2.485 -0.053 -0.506  0.100
78 H -4.258 -1.523 5.491  0.274